A molecular structure, C4H9NO2. Source: the OMol25 dataset; level of theory: the ωB97M-V functional and the def2-TZVPD basis.

## Properties
* M: 103.12 g/mol
* LUMO energy: 0.499 eV
* energy relative to the best compared isomer or geometry (same formula, charge and spin): 4.475 eV
* highest occupied orbital energy: -0.312 hartree
* net charge: 0

Cartesian coordinates (Å):
1 N 0.31885 0.50808 1.97908
2 C 0.09877 1.70174 1.44917
3 O 0.03521 2.83065 2.01230
4 C -0.25702 2.35066 0.25957
5 C 0.19932 -0.29836 -1.56120
6 C -0.40626 -1.61733 -1.12779
7 O -0.16561 -1.77984 0.27108
8 H 0.35106 0.43345 2.98566
9 H 0.20712 -0.33396 1.41356
10 H -0.35453 0.54475 -1.12776
11 H 0.64808 2.73683 -0.22860
12 H 0.16383 -0.20366 -2.65097
13 H 1.24706 -0.24387 -1.24539
14 H -1.48605 -1.62329 -1.33219
15 H 0.05004 -2.45215 -1.67848
16 H -0.64987 -2.55369 0.58196